126
Properties=species:S:1:pos:R:3 method="wB97M-V/def2-TZVPD" total_charge=0 orbital_gap_ev=8.27 multiplicity=1 total_energy_ha=-5808.7367 lumo_energy_ev=-0.05
Zr 0.005 8.407 21.389
S -1.540 10.415 22.917
O -1.009 11.063 24.066
O -0.625 10.379 21.773
O -1.259 8.964 22.962
O -2.899 10.779 22.586
O 0.995 4.545 22.521
C 0.853 5.892 22.440
O 1.556 6.710 21.888
O -0.213 6.472 22.582
H 1.931 4.474 22.317
C 2.438 11.926 21.630
F 1.472 11.891 22.568
F 2.873 13.248 21.527
F 3.527 11.282 22.070
S 1.968 11.060 19.994
O 0.708 11.728 19.598
O 3.148 11.440 19.205
N 1.713 9.238 20.368
S 2.975 8.533 19.546
O 2.591 7.091 19.403
O 3.480 9.039 18.299
C 4.468 8.530 20.696
F 5.000 9.707 20.627
F 4.188 8.173 21.894
F 5.343 7.654 20.173
C 1.365 0.618 22.058
C 0.523 0.473 23.339
C 1.505 -0.181 24.349
C 0.869 -0.254 25.741
C 0.671 1.215 26.284
C -0.281 2.005 25.340
N 0.168 1.791 23.873
O -0.622 2.554 23.013
C -1.701 1.436 25.620
C -0.166 3.480 25.731
C -0.677 -0.476 22.987
H 1.667 -0.347 21.651
H 2.293 1.172 22.203
H 0.845 1.170 21.274
H 1.917 -1.127 23.995
H 2.401 0.417 24.516
H 1.671 -0.678 26.346
H -0.006 -0.891 25.873
H 1.663 1.666 26.256
H 0.394 1.290 27.335
H -1.740 0.355 25.480
H -2.091 1.747 26.589
H -2.387 1.796 24.853
H -1.011 3.927 25.207
H -0.250 3.720 26.791
H 0.761 3.934 25.381
H -0.347 -1.237 22.280
H -1.554 0.093 22.679
H -0.997 -1.098 23.823
H -0.118 3.371 22.991
C 5.093 4.033 20.391
C 4.945 3.188 19.109
C 4.656 4.081 17.895
C 5.854 4.932 17.443
C 7.024 4.018 17.126
C 7.391 3.034 18.269
N 6.121 2.367 18.806
O 6.411 1.430 19.867
C 8.218 1.999 17.533
C 8.227 3.825 19.268
C 3.752 2.218 19.204
H 4.137 4.357 20.802
H 5.872 4.791 20.318
H 5.364 3.363 21.207
H 4.159 3.576 17.067
H 3.971 4.878 18.186
H 6.228 5.560 18.252
H 5.668 5.601 16.603
H 7.873 4.664 16.903
H 6.703 3.578 16.181
H 7.630 1.465 16.786
H 8.899 2.525 16.864
H 8.765 1.281 18.144
H 9.289 3.803 19.025
H 7.919 4.867 19.344
H 8.160 3.279 20.209
H 3.886 1.570 20.070
H 3.397 1.603 18.377
H 2.905 2.850 19.471
H 6.206 0.571 19.490
C -1.045 4.554 19.073
S -0.557 6.270 18.470
O -0.074 6.864 19.822
C 0.886 5.859 17.401
H -1.970 4.562 19.650
H -0.168 4.190 19.607
H -1.220 3.863 18.247
H 1.255 6.676 16.782
H 0.523 5.178 16.631
H 1.619 5.302 17.985
C 3.540 8.775 24.807
S 1.815 9.387 24.525
O 1.372 9.044 23.112
C 0.975 8.252 25.760
H 3.774 8.667 25.866
H 4.334 9.327 24.303
H 3.599 7.772 24.385
H -0.079 8.521 25.812
H 1.303 8.548 26.756
H 1.044 7.194 25.507
C -4.819 8.191 20.914
S -3.352 7.050 20.987
O -2.027 7.839 20.940
C -3.556 6.558 22.789
H -4.710 8.726 19.971
H -5.017 8.976 21.643
H -5.714 7.571 20.971
H -4.577 6.226 22.979
H -3.471 7.395 23.482
H -2.847 5.789 23.095
C 4.944 2.162 25.272
C 5.024 2.282 23.720
O 4.182 3.417 23.461
C 3.864 3.995 24.635
O 3.387 5.108 24.705
O 4.034 3.164 25.671
H 5.886 2.514 25.692
H 4.754 1.169 25.679
H 4.538 1.450 23.211
H 6.065 2.329 23.401

107
Properties=species:S:1:pos:R:3 method="wB97M-V/def2-TZVPD" total_charge=-1 orbital_gap_ev=6.65 multiplicity=1 total_energy_ha=-2706.2030 lumo_energy_ev=1.87
C 4.214 -0.830 1.998
C 5.142 -2.104 1.544
C 4.667 -2.846 0.158
C 3.939 -1.866 -0.937
C 2.295 -2.121 -0.858
C 1.464 -1.175 -1.929
C 1.211 0.365 -1.360
C -0.206 0.451 -0.484
C -0.036 1.217 0.956
C -1.002 2.524 1.169
C -2.586 2.285 0.821
C -3.364 1.231 1.807
C -3.769 -0.108 0.952
C -4.886 0.313 -0.171
C -5.507 -0.932 -1.038
C -4.450 -2.134 -1.391
C -5.384 -3.456 -1.799
C -5.263 -4.697 -0.734
S -5.475 -4.227 1.066
O -6.527 -3.124 1.339
O -5.959 -5.490 1.880
O -3.913 -3.856 1.733
H 4.488 -0.553 3.118
H 4.462 0.112 1.349
H 3.052 -1.061 1.975
H 6.281 -1.832 1.471
H 5.048 -2.911 2.416
H 3.905 -3.710 0.407
H 5.623 -3.366 -0.318
H 4.178 -0.723 -0.812
H 4.299 -2.161 -2.028
H 2.119 -3.242 -1.226
H 1.909 -2.021 0.244
H 0.422 -1.631 -2.214
H 2.114 -1.053 -2.914
H 2.133 0.779 -0.765
H 1.059 1.054 -2.312
H -0.993 0.935 -1.202
H -0.544 -0.668 -0.273
H 1.086 1.615 0.992
H -0.247 0.419 1.795
H -0.950 2.794 2.326
H -0.630 3.462 0.542
H -3.125 3.339 0.966
H -2.658 2.036 -0.325
H -4.390 1.728 2.153
H -2.772 1.000 2.799
H -2.798 -0.437 0.354
H -4.144 -0.977 1.662
H -5.801 0.785 0.433
H -4.548 1.134 -0.931
H -5.843 -0.469 -2.086
H -6.522 -1.317 -0.546
H -3.779 -2.489 -0.500
H -3.828 -1.813 -2.353
H -4.984 -3.869 -2.841
H -6.495 -3.103 -2.014
H -4.276 -5.338 -0.837
H -6.152 -5.452 -0.988
C 4.657 0.997 -7.577
O 3.855 0.292 -6.632
C 4.078 -1.046 -6.599
O 4.879 -1.657 -7.289
O 3.256 -1.588 -5.665
C 3.382 -3.001 -5.521
H 4.396 2.057 -7.517
H 5.720 0.891 -7.337
H 4.452 0.649 -8.594
H 4.394 -3.267 -5.198
H 3.126 -3.509 -6.456
H 2.679 -3.325 -4.749
C -3.143 7.935 3.646
O -3.945 7.230 4.591
C -3.722 5.892 4.623
O -2.921 5.281 3.933
O -4.544 5.350 5.557
C -4.418 3.937 5.702
H -3.404 8.995 3.705
H -2.080 7.829 3.886
H -3.348 7.587 2.628
H -3.406 3.671 6.024
H -4.674 3.429 4.767
H -5.121 3.613 6.474
C 1.821 -6.738 3.041
O 2.562 -7.024 1.857
C 3.776 -7.588 2.080
O 4.253 -7.854 3.172
O 4.367 -7.805 0.878
C 5.661 -8.399 0.959
H 0.869 -6.291 2.744
H 1.611 -7.658 3.597
H 2.358 -6.020 3.668
H 5.605 -9.385 1.431
H 6.352 -7.747 1.503
H 6.039 -8.527 -0.059
C 2.189 8.889 -1.722
O 2.040 8.094 -0.548
C 0.766 7.700 -0.297
O -0.213 7.967 -0.976
O 0.770 6.958 0.839
C -0.513 6.472 1.227
H 3.247 9.146 -1.825
H 1.884 8.326 -2.611
H 1.615 9.817 -1.635
H -0.926 5.812 0.457
H -1.195 7.304 1.432
H -0.391 5.893 2.147